## A
ORCA calculation (ωB97M-V with the def2-TZVPD basis set) on a cluster of 14 separate species, C6H42N2O13 in total.

Its charge is 0. The lowest unoccupied orbital energy is -0.132 eV.

```
63
Properties=species:S:1:pos:R:3:lowdin_charge:R:1
C 0.390 1.646 -1.017 -0.265
N 0.363 2.819 -0.195 -0.093
C 1.516 3.226 0.667 -0.224
C 2.684 2.219 0.828 -0.085
C 0.932 1.884 -2.458 -0.175
C 0.368 0.891 -3.484 -0.206
C -1.161 0.806 -3.754 -0.276
N -1.578 -0.613 -3.824 -0.027
H 0.816 0.828 -0.443 0.090
H -0.665 1.394 -1.257 0.081
H -0.059 3.621 -0.619 0.110
H 0.950 3.210 1.658 0.095
H 1.947 4.238 0.525 0.113
H 2.905 2.161 1.886 0.066
H 2.333 1.428 0.197 0.040
H 3.720 2.486 0.559 0.076
H 2.069 1.769 -2.521 0.130
H 0.712 2.868 -2.719 0.081
H 0.854 -0.081 -3.225 0.109
H 0.646 1.173 -4.543 0.120
H -1.720 1.381 -2.911 0.119
H -1.563 1.149 -4.741 0.108
H -2.205 -0.771 -3.038 0.024
H -0.782 -1.238 -3.522 0.066
H 1.173 -0.135 3.010 0.029
H 2.209 -1.133 3.512 0.060
O 1.206 -0.973 3.478 -0.092
H -1.263 -0.150 1.832 0.009
H -0.370 1.087 1.586 0.034
O -0.554 0.196 1.237 -0.091
H -4.458 -0.835 -1.462 0.004
H -3.841 0.541 -0.948 0.042
O -4.639 0.110 -1.521 -0.130
H 0.123 -4.171 -0.060 0.082
H -0.109 -2.917 -0.868 0.033
O 0.599 -3.538 -0.656 -0.043
H -2.583 -0.469 -0.066 -0.032
H -1.427 -1.156 -0.603 0.016
O -2.358 -1.051 -0.762 -0.045
H 4.226 -2.760 -1.740 0.035
H 2.854 -3.443 -1.655 0.019
O 3.350 -2.748 -2.082 -0.036
H 4.003 -0.320 2.125 0.048
H 3.671 -1.582 1.650 0.007
O 3.655 -1.127 2.515 -0.065
H -3.114 -1.210 2.431 0.042
H -2.951 0.101 3.248 0.135
O -2.862 -0.265 2.294 -0.096
H -2.255 2.698 2.331 0.029
H -1.341 3.502 1.465 0.036
O -1.392 3.136 2.372 -0.063
H 2.347 -2.873 0.914 0.074
H 2.736 -2.369 -0.417 0.003
O 3.184 -2.660 0.385 -0.088
H -1.397 -2.933 2.549 0.026
H -2.685 -3.215 1.804 0.033
O -2.406 -2.894 2.654 -0.079
H -1.843 1.802 -0.054 -0.006
H -3.277 1.321 0.769 0.077
O -2.743 1.525 -0.035 -0.071
H 0.177 -2.181 1.559 0.019
H 0.639 -2.484 2.986 0.057
O 0.245 -2.919 2.171 -0.088
```



## B
ORCA calculation (ωB97M-V with the def2-TZVPD basis set) on a cluster of 14 separate species, C6H42N2O13 in total.

Its charge is 0. The lowest unoccupied orbital energy is -0.117 eV.

```
63
Properties=species:S:1:pos:R:3:lowdin_charge:R:1
N 3.459 -0.459 -0.077 0.015
C 2.513 -1.165 -0.984 -0.220
C 1.052 -0.674 -0.833 -0.223
N 0.401 -1.389 0.287 -0.031
C -3.189 -1.453 1.582 -0.093
C -1.775 -1.885 1.255 -0.233
C -0.930 -0.761 0.633 -0.347
C -0.773 0.437 1.593 -0.023
H 3.134 -0.540 0.860 0.015
H 3.519 0.482 -0.367 0.020
H 2.566 -2.258 -0.752 0.113
H 2.885 -0.997 -2.047 0.128
H 0.510 -0.896 -1.777 0.085
H 1.044 0.407 -0.756 0.073
H 1.028 -1.367 1.043 0.055
H -3.677 -2.192 2.222 0.079
H -3.238 -0.530 2.166 0.068
H -3.808 -1.302 0.639 0.090
H -1.261 -2.278 2.110 0.079
H -1.758 -2.747 0.512 0.126
H -1.420 -0.472 -0.383 0.145
H -0.044 1.199 1.144 0.087
H -1.734 0.950 1.677 0.071
H -0.432 0.116 2.597 0.063
H -0.742 5.243 0.894 0.055
H -0.710 4.018 -0.160 -0.005
O -1.281 4.585 0.413 -0.093
H 2.255 1.659 1.242 -0.005
H 2.742 2.933 0.517 0.067
O 2.246 2.143 0.419 -0.041
H 1.051 -0.777 -3.829 -0.029
H 0.102 0.400 -3.608 0.022
O 1.001 0.169 -3.970 -0.092
H 0.397 -2.856 -2.819 0.014
H 0.143 -2.744 -4.366 0.073
O 0.779 -2.480 -3.674 -0.094
H 0.689 2.447 -0.371 -0.016
H 0.637 2.860 -1.854 0.086
O 0.079 2.776 -1.018 -0.102
H 3.497 0.703 2.982 0.041
H 2.101 -0.037 2.987 0.030
O 2.609 0.792 2.704 -0.068
H -1.590 -1.101 3.730 0.066
H -1.003 -1.085 5.185 0.060
O -0.950 -1.532 4.361 -0.033
H -2.951 3.346 0.206 0.004
H -2.053 2.610 -0.761 0.038
O -2.977 2.651 -0.406 -0.038
H -3.349 -0.375 -0.771 0.008
H -3.559 1.101 -1.046 0.012
O -3.532 0.243 -1.493 -0.050
H -0.052 -2.935 -0.812 -0.007
H 0.345 -4.387 -1.243 0.081
O -0.213 -3.622 -1.461 -0.047
H 0.591 -1.581 3.723 0.042
H 1.753 -2.427 3.091 0.021
O 1.523 -1.578 3.311 -0.047
H 2.489 1.800 -1.946 -0.026
H 1.805 1.501 -3.188 0.000
O 2.076 2.228 -2.634 -0.003
H -2.065 0.631 -2.270 0.025
H -0.811 1.550 -1.887 -0.009
O -1.141 0.901 -2.526 -0.079
```



## C
ORCA calculation (ωB97M-V with the def2-TZVPD basis set) on a cluster of 14 separate species, C6H42N2O13 in total.

Its charge is 0. The lowest unoccupied orbital energy is 0.146 eV.

```
63
Properties=species:S:1:pos:R:3:lowdin_charge:R:1
C -3.080 1.194 -1.518 -0.191
C -2.633 2.633 -1.075 -0.103
C -3.166 0.347 -0.221 -0.226
N -2.072 -0.481 0.225 -0.251
C -1.853 -1.638 -0.681 -0.043
C -0.879 0.144 0.720 -0.191
C 0.009 0.730 -0.405 -0.210
N 1.247 1.484 -0.085 0.018
H -4.078 1.215 -1.952 0.109
H -2.400 0.684 -2.214 0.069
H -1.907 2.858 -0.305 0.067
H -3.569 3.162 -0.973 0.068
H -2.256 3.029 -1.999 0.053
H -3.500 1.010 0.602 0.120
H -4.066 -0.351 -0.171 0.131
H -1.507 -1.364 -1.679 0.066
H -1.104 -2.241 -0.145 0.074
H -2.752 -2.243 -0.734 0.094
H -1.169 0.877 1.464 0.117
H -0.255 -0.604 1.274 0.113
H -0.576 1.419 -0.999 0.060
H 0.426 -0.163 -0.937 0.103
H 1.230 1.965 0.803 0.066
H 2.006 0.806 -0.036 0.070
H 1.109 -2.865 0.652 0.014
H 0.878 -2.525 -0.819 0.019
O 1.591 -2.720 -0.181 -0.059
H 0.633 2.679 -4.002 0.032
H 0.262 1.975 -2.701 -0.014
O 0.075 1.987 -3.643 -0.055
H -0.602 -3.298 2.134 0.047
H 0.139 -3.763 3.184 0.075
O 0.342 -3.605 2.244 -0.099
H -0.016 2.998 3.028 0.050
H 0.987 2.011 3.646 0.007
O 0.109 2.454 3.814 -0.074
H 0.685 -0.989 -3.018 0.039
H 1.675 -1.977 -2.626 0.035
O 0.709 -1.891 -2.667 -0.071
H 2.041 4.024 -1.865 0.045
H 2.107 2.623 -1.388 -0.006
O 2.235 3.143 -2.212 -0.090
H -1.617 -1.018 -4.674 0.032
H -1.928 0.410 -4.305 0.007
O -2.361 -0.420 -4.542 -0.059
H -0.565 -0.353 4.944 0.080
H -0.237 0.810 3.995 0.011
O -0.277 -0.172 4.043 -0.057
H 4.408 -2.235 -0.014 0.065
H 3.034 -1.805 -0.527 0.003
O 3.903 -1.444 -0.236 -0.083
H -2.264 -1.637 1.870 0.035
H -1.234 -1.092 2.977 -0.002
O -1.685 -1.887 2.609 -0.100
H 3.756 -0.543 -1.777 0.017
H 3.385 0.623 -2.662 0.045
O 3.073 -0.258 -2.424 -0.067
H 2.158 0.014 3.741 0.031
H 3.165 0.857 3.134 0.072
O 2.273 0.960 3.504 -0.081
H 2.575 -1.734 2.014 0.031
H 1.268 -2.140 2.928 0.014
O 2.118 -1.664 2.863 -0.067
```



Result of the stability comparison: B is the most stable of them.



## A
ORCA calculation (ωB97M-V with the def2-TZVPD basis set) on a structure of composition C5H10N2S.

Its charge is 0. The lowest unoccupied orbital energy is 0.859 eV.

```
18
Properties=species:S:1:pos:R:3:lowdin_charge:R:1
C -0.785 0.231 0.601 -0.382
C 0.159 -0.930 0.209 -0.440
C 0.797 -0.435 -1.090 -0.487
C 0.939 1.059 -0.775 -0.234
C -0.600 1.103 -0.678 -0.429
H -1.152 1.672 2.042 0.071
H 0.414 1.267 1.982 0.062
H -1.804 -0.175 0.655 0.136
H 0.915 -0.937 0.986 0.138
H -0.463 -2.609 -0.818 0.080
H -0.012 -2.878 0.747 0.078
H 1.619 -1.022 -1.507 0.116
H 1.350 1.649 -1.607 0.104
H 1.522 1.392 0.103 0.107
H -1.197 2.006 -0.737 0.103
N -0.524 0.899 1.868 0.051
N -0.511 -2.205 0.150 0.031
S -0.668 -0.087 -2.132 0.896
```



## B
ORCA calculation (ωB97M-V with the def2-TZVPD basis set) on an isolated molecule of C5H10N2S.

Its charge is 0. The lowest unoccupied orbital energy is 0.281 eV.

```
18
Properties=species:S:1:pos:R:3:lowdin_charge:R:1
C -0.447 1.353 1.608 -0.082
C 0.570 1.290 0.482 -0.474
C 1.865 0.584 0.898 -0.072
N 0.001 0.702 -0.737 0.080
C -0.388 -0.499 -0.708 -0.211
N -0.932 -1.101 -1.833 -0.015
C -1.368 -2.371 -1.910 -0.741
S -2.012 -3.091 -3.225 0.603
H -1.384 1.829 1.276 0.083
H -0.030 1.927 2.457 0.086
H -0.712 0.353 1.948 0.066
H 0.839 2.353 0.193 0.139
H 2.330 1.163 1.693 0.075
H 1.669 -0.441 1.253 0.078
H 2.559 0.558 0.081 0.068
H -0.311 -1.171 0.158 0.137
H -1.000 -0.534 -2.648 0.125
H -1.249 -2.906 -0.986 0.056
```



## C
ORCA calculation (ωB97M-V with the def2-TZVPD basis set) on an isolated molecule of C5H10N2S.

Its charge is 0. The lowest unoccupied orbital energy is 0.855 eV.

```
18
Properties=species:S:1:pos:R:3:lowdin_charge:R:1
C 1.214 1.785 -0.038 -0.051
C 0.314 0.596 0.047 -0.624
C -1.184 0.964 0.067 -0.517
S -2.239 -0.478 0.022 0.727
C 0.709 -0.248 1.228 -0.138
C 1.647 -1.193 0.532 -0.138
N 1.610 -1.125 -0.756 0.038
N 0.548 -0.284 -1.113 -0.039
H 1.084 2.285 -1.023 0.092
H 2.292 1.465 -0.070 0.105
H 1.111 2.537 0.764 0.096
H -1.422 1.518 0.937 0.061
H -1.358 1.663 -0.789 0.092
H -1.555 -1.110 -0.957 -0.124
H 1.231 0.262 1.995 0.103
H -0.102 -0.827 1.702 0.101
H 2.309 -1.865 1.070 0.107
H 0.937 0.158 -1.918 0.107
```



Result of the stability comparison: B is the most stable of them.



## A
ORCA calculation (ωB97M-V with the def2-TZVPD basis set) on an isolated molecule of C6H14N2O.

Its charge is 0. The lowest unoccupied orbital energy is 0.910 eV.

```
23
Properties=species:S:1:pos:R:3:lowdin_charge:R:1
C 1.047 1.357 -1.847 -0.111
C 0.239 0.062 -1.929 -0.241
C -0.974 -0.006 -1.000 -0.150
C -0.686 -0.148 0.510 -0.562
N -1.950 -0.486 1.150 0.091
N -0.123 1.039 1.149 0.076
C 0.197 -1.381 0.789 -0.397
C 1.095 -1.289 1.993 -0.011
O 0.133 -2.367 0.104 0.106
H 0.387 2.225 -1.850 0.073
H 1.706 1.433 -2.711 0.070
H 1.673 1.395 -0.957 0.052
H -0.138 -0.037 -2.948 0.107
H 0.890 -0.791 -1.741 0.101
H -1.592 0.887 -1.144 0.116
H -1.570 -0.876 -1.273 0.115
H -2.637 0.244 0.987 0.082
H -1.821 -0.575 2.152 0.083
H -0.693 1.848 0.930 0.086
H 0.818 1.221 0.826 0.061
H 1.194 -2.260 2.452 0.082
H 0.729 -0.518 2.704 0.084
H 2.076 -0.978 1.655 0.087
```



## B
ORCA calculation (ωB97M-V with the def2-TZVPD basis set) on a cluster of 2 separate species, C6H14N2O in total.

Its charge is 0. The lowest unoccupied orbital energy is 0.978 eV.

```
23
Properties=species:S:1:pos:R:3:lowdin_charge:R:1
H 1.053 1.634 -0.116 0.064
N 0.541 1.584 -1.077 0.159
C -0.183 0.578 -1.179 -0.426
C -0.730 0.119 -2.506 -0.217
N -2.190 0.057 -2.464 -0.002
O -0.471 -0.219 -0.032 -0.145
C -0.986 -1.528 -0.180 -0.103
H -0.354 -0.884 -2.734 0.116
H -0.333 0.816 -3.256 0.113
H -2.564 0.968 -2.217 0.082
H -2.551 -0.179 -3.381 0.072
H -0.259 -2.189 -0.664 0.091
H -1.192 -1.898 0.826 0.087
H -1.910 -1.515 -0.760 0.071
C 2.317 0.812 1.345 -0.053
C 1.481 -0.114 1.833 -0.245
C 0.504 0.149 2.928 -0.100
H 2.417 1.772 1.832 0.064
H 3.122 0.532 0.684 0.059
H 1.544 -1.137 1.488 0.098
H 0.609 1.159 3.317 0.074
H -0.517 0.037 2.564 0.066
H 0.655 -0.554 3.748 0.075
```



Result of the stability comparison: A is the most stable of them.